(1)
The following is a DFT calculation (ωB97M-V/def2-TZVPD) of 2 unconnected molecules or ions with the total composition C4H9N2OS in a non-equilibrium geometry.

Computed properties:
multiplicity = 1
energy relative to the best compared isomer or geometry (same formula, charge and spin) = 590.3 kJ/mol
E_HOMO (alpha / beta) = -2.57 / -2.57 eV
F_max = 0.091 Eh/bohr
charge = -1
LUMO energy (alpha / beta) = 3.83 / 3.83 eV

Each atom is followed by the atoms it is bonded to, with distances in Å.
Cartesian coordinates (Å):
1 C 0.14 -0.86 0.73  C2 1.539, C3 1.412, H9 1.060, H10 1.106
2 C 1.47 -1.08 -0.02  C1 1.539, C3 1.486, H11 1.141, H12 1.124
3 C 0.71 0.20 -0.02  C1 1.412, C2 1.486, C4 1.472, H17 0.992
4 C 1.23 1.51 0.40  C3 1.472, H13 1.066, H14 1.165, H15 1.120
5 N -2.79 0.12 0.58  S8 1.580, H16 1.045
6 N -1.50 0.06 -1.79  O7 1.296, S8 1.604
7 O -2.21 -1.03 -1.87  N6 1.296
8 S -1.84 0.86 -0.44  N5 1.580, N6 1.604
9 H -0.80 -1.19 0.38  C1 1.060
10 H 0.20 -0.89 1.83  C1 1.106
11 H 2.29 -1.42 0.69  C2 1.141
12 H 1.45 -1.46 -1.08  C2 1.124
13 H 0.51 2.30 0.44  C4 1.066
14 H 2.08 1.86 -0.32  C4 1.165
15 H 1.71 1.46 1.41  C4 1.120
16 H -3.09 -0.73 0.05  N5 1.045
17 H 0.44 0.30 -0.97  C3 0.992

natural (NBO) population analysis, charges in e, atoms 1 to 2: -0.404, -0.453

(2)
The following is a DFT calculation (ωB97M-V/def2-TZVPD) of a gas-phase ion, C4H9N2OS2 (charge +1) in a non-equilibrium geometry.

Computed properties:
multiplicity = 3
E_HOMO (alpha / beta) = -11.06 / -13.25 eV
F_max = 0.086 Eh/bohr
charge = +1
LUMO energy (alpha / beta) = -3.19 / -6.38 eV

Each atom is followed by the atoms it is bonded to, with distances in Å.
Cartesian coordinates (Å):
1 C 0.02 -1.28 -0.19  C2 1.335, N5 1.365, O7 1.332
2 C 0.90 -0.35 0.20  C1 1.335, S9 1.585
3 C -1.89 0.41 -0.23  N5 1.503, N6 1.435, S8 1.923, H10 1.084
4 C 3.08 1.00 0.12  S9 1.881, H11 1.070, H12 1.139, H13 1.091
5 N -1.30 -0.97 -0.37  C1 1.365, C3 1.503, H14 1.008
6 N -0.81 1.29 0.11  C3 1.435, H15 1.005, H16 0.952
7 O 0.42 -2.52 -0.44  C1 1.332, H17 1.054
8 S -3.29 0.46 1.08  C3 1.923, H18 1.371
9 S 2.10 -0.16 1.22  C2 1.585, C4 1.881
10 H -2.21 0.60 -1.25  C3 1.084
11 H 3.81 0.38 -0.35  C4 1.070
12 H 3.76 1.54 0.85  C4 1.139
13 H 2.23 1.44 -0.42  C4 1.091
14 H -1.95 -1.53 -0.90  N5 1.008
15 H -0.90 1.98 0.83  N6 1.005
16 H -0.48 1.77 -0.65  N6 0.952
17 H -0.21 -3.17 -0.98  O7 1.054
18 H -3.29 -0.88 1.37  S8 1.371

natural (NBO) population analysis, charges in e, atoms 1 to 2: 0.495, -0.188